{"formula": "C21H22Cl2N4NaO3", "method": "wB97M-V/def2-TZVPD", "de_lowest_ev": 0.848, "energy_ev": -63700.814, "charge": -1, "homo_energy_ev": -4.77, "spin_multiplicity": 1, "homo_lumo_gap_ha": 0.2562, "elements": ["Na", "O", "C", "C", "C", "C", "C", "C", "C", "O", "N", "N", "C", "C", "C", "C", "C", "C", "N", "H", "H", "H", "H", "H", "H", "H", "H", "H", "H", "Cl", "C", "Cl", "H", "H", "N", "C", "C", "C", "C", "C", "C", "H", "H", "H", "H", "H", "H", "H", "C", "O", "H", "H", "H"], "coordinates": [[-0.53, 0.03, -0.34], [-0.31, 1.63, -4.41], [-1.64, 1.78, -4.47], [-2.20, 1.99, -5.73], [-3.56, 2.18, -5.87], [-4.39, 2.15, -4.75], [-3.84, 1.94, -3.50], [-2.46, 1.74, -3.33], [-1.87, 1.51, -1.98], [-0.60, 1.43, -1.89], [-2.77, 1.35, -1.00], [-2.23, 1.37, 0.28], [-2.97, 0.85, 1.18], [-2.60, 0.85, 2.62], [-3.45, 0.20, 3.50], [-3.12, 0.14, 4.85], [-1.94, 0.73, 5.26], [-1.16, 1.36, 4.31], [-1.47, 1.44, 3.02], [-0.09, 1.56, -3.44], [-1.53, 2.01, -6.59], [-3.98, 2.34, -6.86], [-5.46, 2.30, -4.86], [-4.45, 1.91, -2.61], [-3.92, 0.39, 0.91], [-4.36, -0.26, 3.13], [-3.77, -0.37, 5.55], [-1.63, 0.71, 6.30], [-0.23, 1.84, 4.60], [1.30, -0.42, 1.82], [0.71, -2.12, 1.60], [-1.00, -2.27, 2.12], [1.31, -2.76, 2.23], [0.74, -2.31, 0.52], [2.40, -0.06, -1.68], [3.32, -0.19, -2.69], [3.98, 0.91, -3.24], [4.95, 0.74, -4.23], [5.28, -0.52, -4.70], [4.61, -1.62, -4.16], [3.65, -1.47, -3.18], [1.99, 0.87, -1.61], [1.67, -0.79, -1.58], [3.73, 1.90, -2.89], [5.44, 1.62, -4.64], [6.03, -0.65, -5.47], [4.84, -2.62, -4.51], [3.13, -2.33, -2.77], [-0.40, -2.46, -2.20], [0.15, -1.67, -1.19], [-0.76, -3.44, -1.84], [0.31, -2.68, -3.01], [-1.27, -1.99, -2.70]], "mulliken_charge": [0.70, -0.72, 0.20, -0.68, -0.25, -0.75, -0.27, 0.07, 0.94, -0.90, -0.50, -0.35, -0.38, 0.82, -0.63, -0.31, -0.50, -0.19, -0.31, 0.46, 0.42, 0.35, 0.38, 0.42, 0.25, 0.32, 0.40, 0.37, 0.38, -0.16, 0.01, -0.16, 0.40, -0.03, -0.38, 0.54, -0.39, -0.47, -0.53, -0.43, -0.40, 0.22, 0.18, 0.32, 0.34, 0.36, 0.33, 0.39, -0.99, -0.56, 0.25, 0.24, 0.17]}